68
Properties=species:S:1:pos:R:3 method="wB97M-V/def2-TZVPD" e_homo_ha="-0.2684 / -0.2935" e_tot_ha=-4734.4277 lumo_energy_ev="-0.33 / -0.27" multiplicity=2 s_squared=0.7563 orbital_gap_ev="7.0 / 7.7" e_above_lowest_kcal_mol=11.0
Ti -0.44885 -1.15688 0.66437
O -2.45081 1.86373 2.39831
C -1.89074 0.79762 2.36803
O -1.02540 0.45204 1.43032
C -2.24384 -0.36175 3.29632
C -3.20358 -1.24363 2.47765
C -3.96133 -2.22088 3.36758
C -2.85222 -3.23110 3.72205
C -1.65374 -2.66383 2.96645
O -2.27828 -2.10175 1.76862
C -1.12869 -1.39472 3.65136
C 0.27345 -0.94785 3.20687
O 0.88031 -0.09477 3.79221
O 0.71223 -1.58853 2.09791
H -2.73426 0.04906 4.17850
H -3.80492 -0.70296 1.74646
H -4.39369 -1.72266 4.23356
H -4.76700 -2.69785 2.81113
H -2.65390 -3.29405 4.79131
H -3.09373 -4.22888 3.36072
H -0.89034 -3.37991 2.66877
H -1.07109 -1.52961 4.73313
N -2.27178 1.25371 -1.10255
N -2.75180 0.43429 -2.10503
C -2.33949 -0.86567 -2.13208
N -2.71717 -1.57581 -3.21425
N -1.60300 -1.35293 -1.14219
N -1.31010 -2.73631 -1.16067
O -0.48794 -2.94745 -0.11778
O -1.97069 -3.64994 -1.68683
H -3.01878 1.77460 -0.66747
H -1.51676 1.84453 -1.42154
H -2.94918 0.83859 -3.01065
H -3.47049 -1.21698 -3.77506
H -2.59300 -2.57882 -3.15259
C 1.58117 -2.01827 -2.40080
Ge 1.46469 -0.59519 -1.04077
C 3.29286 -0.32842 -0.36173
C 4.34172 -0.21680 -1.27274
C 5.64290 0.00150 -0.85152
C 5.92258 0.11532 0.50220
C 4.89318 0.00721 1.42431
C 3.59335 -0.21454 0.99337
C 1.01173 1.05178 -2.05227
C 0.61139 0.95126 -3.36219
C 0.19679 2.07564 -4.11236
C 0.18879 3.31456 -3.54062
C 0.59832 3.48375 -2.19112
C 0.57388 4.75919 -1.57454
C 0.93433 4.90850 -0.26671
C 1.33559 3.78480 0.48497
C 1.37449 2.54730 -0.09068
C 1.01097 2.35364 -1.44716
H 2.31686 -1.75368 -3.16224
H 0.62979 -2.20993 -2.89661
H 1.89564 -2.94419 -1.91966
H 4.14698 -0.28811 -2.33839
H 6.43921 0.08793 -1.57965
H 6.93698 0.28918 0.83648
H 5.09724 0.09581 2.48311
H 2.80575 -0.29951 1.73312
H 0.60302 -0.01444 -3.85455
H -0.10328 1.94617 -5.14442
H -0.12155 4.18677 -4.10216
H 0.25838 5.61193 -2.16294
H 0.90956 5.88495 0.19819
H 1.61014 3.90362 1.52409
H 1.68715 1.69966 0.50307